Entry from OMol25: a molecular structure, C5H8Cl2N2O3Pt (ωB97M-V with the def2-TZVPD basis set).

Last column: Mulliken charge in e.
Geometry (Å):
Pt1 0.6847 -0.2816 0.6516  0.320
N1 1.1320 -2.0578 -0.6668  -0.594
C1 1.0392 -1.5634 -2.0490  -0.398
C2 -0.0506 -0.5042 -2.1986  0.575
O1 -0.6604 -0.4007 -3.2455  -0.629
N2 -0.1800 0.2998 -1.1007  -0.172
C3 -1.0573 1.3392 -1.1486  -0.861
C4 -2.5394 1.0599 0.1523  0.746
O2 -3.4940 1.5002 -0.4034  -0.488
O3 -2.0610 0.5746 1.1374  -0.473
H1 0.3754 -2.7079 -0.4819  0.297
H2 2.0026 -2.5460 -0.4993  0.249
H3 1.9825 -1.0764 -2.3003  0.235
H4 0.8545 -2.3599 -2.7690  0.331
H5 -0.7694 2.2252 -0.5899  0.367
H6 -1.5578 1.5020 -2.0956  0.390
Cl1 1.5098 -0.4330 2.8876  -0.118
C5 0.7887 1.0211 3.6645  -0.323
Cl2 0.8913 2.4338 2.6279  -0.097
H7 1.3613 1.1862 4.5695  0.342
H8 -0.2520 0.7891 3.8580  0.301

The frontier orbital gap (spin up / spin down) is 7.26 / 7.86 eV. Its multiplicity is 3. The HOMO energy (spin up / spin down) is -7.33 / -8.71 eV.



Entry from OMol25: 2 unconnected molecules or ions with the total composition CHF3N2 (ωB97M-V with the def2-TZVPD basis set).

Last column: Mulliken charge in e.
Geometry (Å):
C1 0.4463 1.4695 0.0337  0.290
N1 -0.4624 0.7004 -0.0025  -0.377
N2 2.8679 0.3025 0.3360  0.149
F1 0.5844 2.7493 -0.0343  -0.156
F2 2.2714 -0.9773 0.6685  -0.182
F3 3.0495 0.0361 -0.9690  -0.070
H1 -0.1400 -0.1917 0.1903  0.346

The frontier orbital gap (spin up / spin down) is 10.72 / 7.92 eV. The value obtained for the energy relative to the best compared isomer or geometry (same formula, charge and spin) is 792.4 kJ/mol. The HOMO energy (spin up / spin down) is -11.32 / -9.10 eV.



Entry from OMol25: 8 unconnected molecules or ions with the total composition C24H56N8O8 (ωB97M-V with the def2-TZVPD basis set).

Last column: Mulliken charge in e.
Geometry (Å):
C1 0.0523 -5.3298 2.9923  -1.252
C2 -0.3321 -4.4487 1.8175  0.754
O1 0.4844 -4.3516 0.8978  -0.735
N1 -1.5004 -3.7826 1.6943  -0.040
C3 -1.8543 -2.9813 0.5580  -0.774
H1 1.1281 -5.3904 3.1569  0.287
H2 -0.2630 -6.3289 2.6916  0.392
H3 -0.4989 -5.1039 3.9052  0.289
H4 -2.2181 -3.9960 2.3721  0.239
H5 -1.2241 -3.0591 -0.3280  0.230
H6 -1.8928 -1.9383 0.8723  0.141
H7 -2.8404 -3.2283 0.1645  0.305
C4 -1.4332 2.2854 -4.3590  -0.813
C5 -2.0988 3.5441 -3.7528  0.686
O2 -3.2858 3.7523 -3.8730  -0.682
N2 -1.3554 4.3558 -3.0759  -0.033
C6 -0.0696 4.1560 -2.6009  -0.822
H8 -0.3769 2.3660 -4.6153  0.403
H9 -1.9716 2.0707 -5.2822  0.367
H10 -1.6093 1.4433 -3.6897  -0.069
H11 -1.8416 5.1807 -2.7544  0.262
H12 0.5899 4.8701 -3.0941  0.320
H13 0.3656 3.1604 -2.6869  0.159
H14 0.0000 4.3841 -1.5373  0.253
C7 2.5618 -2.7011 -2.3735  -0.533
C8 3.4130 -2.5511 -1.1516  0.620
O3 4.4712 -1.9667 -1.1583  -0.714
N3 3.0202 -3.2589 -0.0699  0.027
C9 3.7373 -3.4588 1.1873  -0.752
H15 1.5148 -2.4903 -2.1554  -0.346
H16 2.5878 -3.6932 -2.8242  0.446
H17 2.8105 -2.0148 -3.1830  0.371
H18 2.0920 -3.6568 -0.0610  0.313
H19 4.4996 -2.7195 1.4330  0.328
H20 4.1654 -4.4589 1.2564  0.283
H21 2.9899 -3.3703 1.9757  0.063
C10 -3.0929 3.3475 0.3493  -1.254
C11 -1.9498 2.9939 1.2506  0.701
O4 -1.2409 2.0052 0.9864  -0.707
N4 -1.7476 3.7032 2.4001  -0.174
C12 -0.7499 3.4887 3.4611  -0.557
H22 -4.0162 3.2405 0.9187  0.383
H23 -3.0612 2.7037 -0.5297  0.034
H24 -2.9783 4.3944 0.0682  0.423
H25 -2.3131 4.5327 2.5110  0.243
H26 -0.1503 4.3986 3.4861  0.316
H27 -0.0869 2.6615 3.2075  0.036
H28 -1.1643 3.3126 4.4538  0.285
C13 0.3951 -0.4692 2.8437  -0.145
C14 1.2353 -1.3080 3.8322  0.680
O5 2.3915 -1.6059 3.5135  -0.650
N5 0.6387 -1.8075 4.9353  -0.213
C15 1.1576 -2.7166 5.8988  -0.921
H29 0.3929 -0.9563 1.8686  -0.324
H30 0.6898 0.5687 2.6882  -0.004
H31 -0.6409 -0.5440 3.1739  0.335
H32 -0.2245 -1.3572 5.2043  0.222
H33 1.2573 -2.3009 6.9015  0.342
H34 2.1711 -2.9738 5.5908  0.325
H35 0.6101 -3.6536 6.0000  0.260
C16 -0.3582 -3.7962 -4.6514  -0.862
C17 -1.8209 -3.7686 -4.7464  0.800
O6 -2.4347 -4.6011 -5.3977  -0.711
N6 -2.4413 -2.7755 -4.0604  0.127
C18 -3.8604 -2.4933 -4.1369  -1.044
H36 0.2102 -2.9757 -5.0894  0.294
H37 0.0073 -4.6511 -5.2202  0.367
H38 -0.0365 -3.8514 -3.6115  0.035
H39 -1.8323 -2.1452 -3.5584  0.392
H40 -4.3266 -2.7440 -3.1840  0.307
H41 -4.3417 -3.0911 -4.9109  0.376
H42 -4.0886 -1.4425 -4.3153  0.298
C19 2.3178 3.8228 0.5727  -0.040
C20 2.7701 4.5575 1.8307  0.372
O7 2.5409 4.1934 2.9640  -0.637
N7 3.4403 5.7282 1.6278  -0.156
C21 3.9092 6.5855 2.6275  -0.880
H43 1.2397 3.6693 0.6218  -0.389
H44 2.8541 2.8826 0.4445  0.272
H45 2.5555 4.4364 -0.2963  0.312
H46 3.5887 6.0331 0.6764  0.243
H47 3.2424 6.5621 3.4894  0.286
H48 4.0594 7.6021 2.2641  0.323
H49 4.8267 6.2366 3.1014  0.280
C22 0.7692 0.2631 -1.2693  -1.018
C23 -0.6051 -0.3526 -1.5742  0.975
O8 -0.7950 -1.1697 -2.4313  -0.912
N8 -1.6371 0.0960 -0.8866  1.212
C24 -3.0150 -0.3071 -1.0536  -1.234
H50 1.4603 0.0501 -2.0848  0.446
H51 1.1948 -0.3864 -0.5044  0.016
H52 0.7794 1.3106 -0.9682  -0.032
H53 -1.4941 0.8037 -0.1804  -0.259
H54 -3.0632 -1.2420 -1.6119  0.132
H55 -3.4222 0.4378 -1.7373  0.347
H56 -3.5331 -0.4254 -0.1019  0.351

The frontier orbital gap is 8.52 eV. The value obtained for the energy relative to the best compared isomer or geometry (same formula, charge and spin) is 187.8 kJ/mol. The SMILES is CNC(C)=O.CNC(C)=O.CNC(C)=O.CNC(C)=O.CNC(C)=O.CNC(C)=O.CNC(C)=O.CNC(C)=O. The HOMO energy is -8.49 eV.



Entry from OMol25: a molecular structure, C17H11Br2Cl3CrN3O4 (ωB97M-V with the def2-TZVPD basis set).

Last column: Mulliken charge in e.
Geometry (Å):
Cr1 -0.5611 0.0974 -0.2808  0.285
N1 2.4655 -0.4112 -0.5512  -0.350
N2 2.2680 0.6491 -1.4730  -0.287
C1 1.5770 1.7659 -0.9796  0.481
O1 1.8455 2.8715 -1.3768  -0.636
O2 0.6421 1.4943 -0.0850  -0.543
H1 3.2455 -0.2005 0.0675  0.229
H2 2.6907 -1.2439 -1.0798  0.254
H3 3.1020 0.9593 -1.9562  0.283
Cl1 -0.4279 -2.8349 -6.7987  -0.222
C2 -0.6140 -1.8410 -5.3785  0.425
C3 -0.3752 -2.3854 -4.1322  -1.019
C4 -0.5376 -1.5430 -3.0518  0.674
Cl2 -0.2183 -2.1556 -1.4169  -0.215
C5 -0.9271 -0.2114 -3.1064  0.165
O3 -1.0880 0.5318 -2.0378  -0.580
C6 -1.1525 0.2837 -4.4004  0.453
Cl3 -1.6250 1.9341 -4.5882  -0.182
C7 -0.9984 -0.5149 -5.5177  -0.744
H4 -0.0772 -3.4163 -4.0115  0.463
H5 -1.1767 -0.0995 -6.4990  0.450
C8 1.1132 -2.4235 1.6264  -1.272
C9 0.5456 -1.2660 2.3884  0.940
C10 0.8637 -1.0913 3.7557  -0.825
C11 0.3664 -0.0262 4.4460  -0.789
C12 -0.4948 0.8918 3.8089  1.047
C13 -1.0918 2.0320 4.4137  -0.215
Br1 -0.7393 2.4454 6.2236  -0.214
C14 -1.9173 2.8352 3.6900  -0.408
C15 -2.2113 2.5497 2.3340  -0.234
Br2 -3.3896 3.6787 1.4034  -0.138
C16 -1.6809 1.4580 1.7068  0.450
O4 -1.9384 1.0961 0.4623  -0.528
C17 -0.7893 0.6440 2.4663  0.201
N3 -0.2369 -0.4088 1.7734  0.646
H6 1.6637 -3.0878 2.2886  0.435
H7 1.7910 -2.0770 0.8442  0.105
H8 0.3166 -3.0021 1.1570  0.284
H9 1.5158 -1.8077 4.2352  0.375
H10 0.6245 0.1235 5.4862  0.343
H11 -2.3679 3.7064 4.1441  0.416

The frontier orbital gap (spin up / spin down) is 7.28 / 7.55 eV. Its multiplicity is 4. The value obtained for the energy relative to the best compared isomer or geometry (same formula, charge and spin) is 155.8 kJ/mol. The HOMO energy (spin up / spin down) is -8.22 / -8.39 eV.